Record 1
The following is a DFT calculation (ωB97M-V with the def2-TZVPD basis set) of 2 unconnected molecules or ions with the total composition C8H15N2O2S2 in a non-equilibrium geometry.

Properties
HOMO energy, eV: -11.485
Lowest unoccupied orbital energy, eV: -2.98
E, eV: -37274.14795
Orbital gap, eV: 8.51

```
! RIJCOSX wB97M-V def2-TZVPD def2/J DEFGRID3
* xyz 1 1
C 1.43 -0.19 0.28
C 3.43 -0.24 -0.83
C -2.85 1.67 0.03
C 3.38 1.30 -0.50
C -3.54 0.30 0.11
C -1.05 0.22 -0.71
C 0.30 -2.93 0.03
C 0.16 -0.61 0.90
N 2.21 -0.87 -0.44
N -1.35 1.36 0.11
O -0.32 0.10 1.92
O -0.23 -1.91 0.87
S 1.93 1.45 0.62
S -2.45 -0.81 -0.96
H 3.50 -0.32 -1.83
H 4.13 -0.66 -0.21
H -3.15 2.21 -1.00
H -3.23 2.42 0.70
H 4.21 1.60 0.06
H 3.33 1.70 -1.51
H -3.48 -0.05 1.05
H -4.47 0.25 -0.40
H -0.43 0.45 -1.45
H 0.19 -3.98 0.51
H 1.26 -2.57 -0.06
H -0.22 -2.90 -1.03
H -0.88 2.27 -0.06
H -1.12 1.18 1.18
H -0.70 -0.47 2.59
*
```

Mulliken atomic charges, in units of e:
1 C 0.8885
2 C -0.9173
3 C -0.6076
4 C -0.3941
5 C -0.6743
6 C -0.6239
7 C -0.5532
8 C 0.2512
9 N -0.6410
10 N -0.1826
11 O -0.5185
12 O -0.4593
13 S -0.1773
14 S -0.0586
15 H 0.4230
16 H 0.4392
17 H 0.3022
18 H 0.4028
19 H 0.3764
20 H 0.2766
21 H 0.3580
22 H 0.4432
23 H 0.6392
24 H 0.2431
25 H 0.4182
26 H 0.1727
27 H 0.3941
28 H 0.3893
29 H 0.3901

---

Record 2
The following is a DFT calculation (ωB97M-V with the def2-TZVPD basis set) of a single C2H7NO molecule in a non-equilibrium geometry.

Properties
SMILES: CNCO
HOMO energy, eV: -9.198
Lowest unoccupied orbital energy, eV: 1.00
E, eV: -5724.48794
Orbital gap, eV: 10.20

```
! RIJCOSX wB97M-V def2-TZVPD def2/J DEFGRID3
* xyz 0 1
O -1.14 -0.88 -0.99
H -0.97 -1.50 -1.68
C 0.21 1.31 0.53
C -0.13 -1.06 0.05
N 0.79 0.02 0.10
H 0.06 1.36 1.61
H 0.95 2.08 0.29
H -0.68 1.58 -0.02
H -0.73 -1.14 0.95
H 0.43 -1.99 -0.05
H 1.21 0.23 -0.79
*
```

Mulliken atomic charges, in units of e:
1 O -0.5431
2 H 0.3079
3 C -0.8412
4 C -0.3112
5 N -0.3550
6 H 0.2713
7 H 0.3254
8 H 0.3171
9 H 0.2563
10 H 0.3358
11 H 0.2367